C37H86ClN6O13S9 | ωB97M-V/def2-TZVPD

Each line ends with the Mulliken charge.
Element x y z (Å)
C -0.851 3.246 -0.861  -0.9250
C 0.210 3.871 -1.759  -0.1399
C 0.753 3.004 -2.929  -0.3804
C 0.193 1.590 -3.112  -0.0637
C 1.082 0.560 -2.410  -1.4332
C 0.460 -0.858 -2.392  -1.3894
C -0.207 -1.264 -1.047  0.8842
N -0.685 -0.025 -0.442  1.7193
C -1.402 -2.117 -1.364  -0.4513
C -2.484 -1.933 -2.364  -1.7015
C -3.643 -1.038 -1.851  -1.1584
C -4.298 -1.523 -0.541  0.3273
C -4.276 -0.365 0.454  0.0732
N -4.788 -0.761 1.771  -0.0982
C -4.150 -0.221 2.906  0.6483
N -4.246 -0.703 4.082  -0.8117
N -3.454 0.988 2.704  -0.5048
N -1.401 -3.140 -0.564  1.3149
O -2.242 -4.206 -0.658  -0.3886
C -0.528 -2.976 0.665  0.2619
S -0.264 -4.557 1.504  -0.0883
Cl -1.593 -2.142 1.823  0.0321
C 0.650 -2.147 0.021  2.2432
C 1.536 -3.153 -0.755  -2.7512
C 2.732 -3.923 -0.108  -2.6342
C 3.022 -3.939 1.399  1.0894
C 4.525 -4.129 1.618  -0.9738
S 4.970 -4.142 3.317  1.2946
O 6.391 -3.978 3.417  -0.6618
O 4.299 -5.234 3.945  -0.6285
O 4.259 -2.827 3.835  -0.3131
N 1.390 -1.197 0.865  1.7797
C 2.747 -0.881 0.691  1.0081
C 3.379 -0.667 -0.648  -1.8908
O 3.415 -0.680 1.688  -0.4517
C 1.010 -0.765 2.226  -0.2098
C 1.099 -1.702 3.382  -1.4819
O 0.748 0.393 2.361  -0.6036
H -1.721 2.919 -1.439  0.2235
H -1.219 4.002 -0.167  0.5754
H -0.465 2.405 -0.290  -0.1154
H 1.032 4.174 -1.111  -0.0951
H -0.210 4.785 -2.178  0.4570
H 1.834 2.897 -2.796  0.4812
H 0.623 3.556 -3.857  -0.3777
H 0.236 1.357 -4.179  0.3955
H -0.861 1.511 -2.846  0.1583
H 1.994 0.483 -3.009  0.7443
H 1.391 0.888 -1.421  0.2975
H 1.152 -1.600 -2.776  0.4798
H -0.330 -0.807 -3.139  0.2174
H -1.370 0.445 -1.015  -0.4403
H -1.005 -0.113 0.511  -0.7999
H -2.885 -2.917 -2.607  0.5092
H -2.114 -1.508 -3.293  0.4729
H -3.266 -0.023 -1.725  0.3352
H -4.361 -1.010 -2.669  0.5467
H -3.768 -2.386 -0.142  0.2925
H -5.325 -1.803 -0.759  -0.0770
H -4.897 0.432 0.043  0.4305
H -3.243 -0.021 0.495  -0.7049
H -4.718 -1.774 1.834  0.1548
H -4.861 -1.512 4.098  0.2649
H -2.623 0.870 2.138  0.0648
H -3.148 1.296 3.621  0.3953
H -1.912 -4.740 -1.397  0.3974
H 0.309 -5.214 0.487  0.1087
H 1.971 -2.626 -1.587  -0.4209
H 0.872 -3.874 -1.237  0.9302
H 3.630 -3.560 -0.609  0.5431
H 2.668 -4.960 -0.435  0.8468
H 2.535 -4.785 1.881  0.7601
H 2.739 -3.045 1.922  -1.0235
H 5.120 -3.383 1.091  0.1942
H 4.833 -5.105 1.234  0.4987
H 4.765 -2.067 3.501  0.2884
H 2.822 -0.997 -1.508  0.4891
H 4.356 -1.149 -0.624  0.4484
H 3.551 0.405 -0.742  0.4395
H 1.944 -1.410 4.002  0.3311
H 0.200 -1.559 3.980  0.6453
H 1.153 -2.751 3.122  0.1300
C 2.552 -1.234 7.516  -0.7699
S 1.988 -2.653 6.587  0.8187
O 0.545 -2.851 6.897  -0.7106
C 2.904 -3.904 7.489  -1.1750
H 2.054 -0.352 7.113  0.0559
H 2.298 -1.358 8.569  0.4338
H 3.630 -1.129 7.392  0.3550
H 2.615 -3.870 8.539  0.3932
H 3.972 -3.719 7.374  0.3406
H 2.654 -4.873 7.063  0.3653
C 0.021 2.397 5.059  -0.5679
S 1.559 2.788 5.894  0.5675
O 1.771 1.732 6.924  -0.6984
C 0.949 4.232 6.767  -1.0369
H 0.182 1.489 4.483  -0.2414
H -0.760 2.241 5.805  0.4237
H -0.241 3.213 4.385  0.4241
H 0.102 3.944 7.390  0.3162
H 0.658 4.993 6.044  0.3792
H 1.758 4.605 7.391  0.3548
C 3.750 -8.115 -3.239  -0.9519
S 3.196 -6.526 -3.856  0.3470
O 3.341 -5.557 -2.731  -0.5257
C 1.453 -6.950 -3.953  -0.8669
H 4.821 -8.044 -3.068  0.3321
H 3.237 -8.341 -2.304  0.2934
H 3.548 -8.882 -3.986  0.3905
H 1.102 -7.261 -2.969  0.2481
H 1.315 -7.751 -4.679  0.4136
H 0.918 -6.063 -4.285  0.2737
C -0.092 4.829 -6.680  -0.9537
S -1.674 4.211 -6.103  0.4860
O -1.390 2.980 -5.305  -0.5373
C -2.254 3.659 -7.709  -1.0619
H 0.455 5.191 -5.812  0.1559
H 0.462 4.022 -7.160  0.4174
H -0.269 5.650 -7.373  0.4103
H -1.553 2.932 -8.120  0.3079
H -2.350 4.521 -8.368  0.4057
H -3.229 3.198 -7.565  0.3403
C 4.100 7.024 1.340  -1.0225
S 3.598 5.535 0.472  0.5271
O 2.112 5.508 0.487  -0.6092
C 4.146 4.382 1.736  -0.5263
H 3.801 7.875 0.732  0.3427
H 3.598 7.063 2.306  0.2914
H 5.182 7.023 1.464  0.3900
H 3.640 4.608 2.675  0.2200
H 5.227 4.456 1.852  0.3932
H 3.879 3.380 1.406  -0.0251
C -8.191 -4.698 2.052  -1.0448
S -7.041 -3.979 0.882  0.4230
O -5.861 -3.518 1.668  -0.5507
C -8.032 -2.524 0.523  -0.8694
H -7.742 -5.609 2.441  0.3470
H -8.368 -3.993 2.864  0.3184
H -9.121 -4.937 1.537  0.4147
H -8.220 -1.979 1.447  0.2899
H -8.967 -2.836 0.059  0.4442
H -7.474 -1.894 -0.165  0.2549
C 0.041 8.829 -6.196  -0.8869
S -1.625 8.727 -5.528  0.4977
O -2.305 7.605 -6.229  -0.5694
C -2.222 10.242 -6.282  -0.9892
H 0.580 7.940 -5.874  0.2215
H -0.007 8.864 -7.284  0.2975
H 0.534 9.717 -5.802  0.4162
H -2.111 10.176 -7.364  0.3116
H -1.661 11.089 -5.886  0.3799
H -3.273 10.345 -6.022  0.3255

LUMO level (eV): -3.5
Electronic energy (eV): -185347.821
Total charge: +1